# C27H60BrFN2O9P

A 3-piece molecular cluster, C27H60BrFN2O9P overall at a distorted geometry (wB97M-V/def2-TZVPD, the Open Molecules 2025 dataset).

```
101
Properties=species:S:1:pos:R:3:mulliken_charge:R:1
C 1.5515 -3.2418 -2.4063 -1.171
C 1.8013 -1.7809 -2.8087 -0.191
C 0.4994 -0.9297 -2.8616 -0.576
N 0.5094 0.0446 -1.7811 0.296
C -0.7242 0.9008 -1.6616 -0.834
N -1.9117 0.3442 -2.2573 -0.450
O -0.4199 2.0558 -2.4172 -0.174
P -0.8677 3.5613 -1.5885 0.039
C 0.9515 4.1308 -1.4288 -0.812
C 1.2448 5.6327 -1.6294 -0.665
C 0.4635 6.5668 -0.7279 -0.214
F 0.8989 7.8897 -1.0015 -0.391
C -1.1376 4.4933 -3.2295 -1.246
C -0.1660 4.1720 -4.3761 -0.037
C -0.9102 4.2883 -5.7530 -0.784
C 0.0843 4.0505 -6.8686 0.467
O 0.4391 4.9026 -7.6370 -0.591
O 0.6445 2.8116 -6.9360 -0.471
O -0.6613 2.6770 -0.0740 -0.611
C -0.9445 1.2652 -0.1340 2.002
C -2.4141 1.1434 0.3611 -1.377
C -2.5468 0.9542 1.8708 -0.290
O -3.8771 1.1942 2.3273 -0.486
C -4.7830 0.1640 1.9782 -0.089
C -5.3138 -0.5447 3.2313 -0.951
C 0.1422 0.7274 0.7946 -2.124
C 0.1177 -0.7534 1.2515 -0.191
C 1.5209 -1.3702 1.1413 -1.443
Br -1.0963 -1.9297 0.2414 -0.203
H 1.4492 -3.3492 -1.3270 0.210
H 0.6451 -3.6331 -2.8682 0.353
H 2.4111 -3.8429 -2.7136 0.346
H 2.3270 -1.7291 -3.7643 0.465
H 2.4578 -1.3202 -2.0672 -0.003
H 0.4401 -0.4341 -3.8428 0.127
H -0.3374 -1.6172 -2.7678 0.344
H 1.2327 0.7259 -1.9716 0.235
H -1.8532 0.4068 -3.2615 0.315
H -2.0852 -0.6081 -1.9636 0.245
H -1.4128 4.6624 -0.8165 0.040
H -2.2411 3.0878 -1.6994 -0.069
H 1.5391 3.5773 -2.1695 0.111
H 1.3307 3.8650 -0.4442 0.661
H 2.3030 5.7923 -1.3849 0.481
H 1.1212 5.9845 -2.6534 0.081
H -0.5978 6.5601 -0.9535 0.259
H 0.6471 6.4011 0.3321 0.249
H -2.1506 4.2562 -3.5617 0.646
H -1.1125 5.5756 -3.0672 0.433
H 0.6812 4.8576 -4.4407 0.100
H 0.2342 3.1583 -4.3238 0.258
H -1.3108 5.2923 -5.8347 0.332
H -1.6845 3.5182 -5.7692 0.415
H 0.1014 2.2086 -6.4172 0.359
H -2.9295 2.0446 0.0495 0.408
H -2.8894 0.2882 -0.1249 0.423
H -1.9204 1.6633 2.4117 0.203
H -2.2487 -0.0628 2.1526 0.255
H -5.6266 0.6345 1.4637 0.319
H -4.3327 -0.5837 1.3242 0.184
H -5.5745 0.1624 4.0146 0.326
H -6.2016 -1.1210 2.9548 0.378
H -4.5759 -1.2700 3.5801 -0.019
H 0.0531 1.3208 1.7068 0.709
H 1.1230 0.9520 0.3917 0.618
H -0.1950 -0.8506 2.2870 0.993
H 2.2840 -0.6181 1.3435 0.381
H 1.6555 -2.2041 1.8347 0.435
H 1.7024 -1.7407 0.1349 -0.025
C 5.1663 -2.0938 1.9751 -0.947
O 4.9633 -1.2968 0.8244 -0.115
C 5.9691 -0.3132 0.6375 -0.591
C 6.9422 -0.7167 -0.4471 -0.527
O 7.7212 -1.8416 -0.0616 -0.386
C 7.2807 -3.0496 -0.6535 -0.648
H 4.4367 -2.9019 1.9471 0.217
H 6.1716 -2.5234 1.9956 0.468
H 5.0027 -1.5061 2.8853 0.304
H 6.5011 -0.1200 1.5739 0.380
H 5.4687 0.6120 0.3348 0.372
H 7.6333 0.1120 -0.6302 0.375
H 6.4039 -0.9210 -1.3770 0.302
H 7.4920 -3.0526 -1.7284 0.327
H 6.2110 -3.2084 -0.4952 0.236
H 7.8316 -3.8650 -0.1866 0.239
C -2.4944 -3.3767 4.6859 -0.783
O -3.8226 -3.7021 4.3149 -0.267
C -3.9437 -4.9898 3.7346 -0.491
C -4.5197 -5.9877 4.7145 -0.555
O -3.6235 -6.2524 5.7847 -0.373
C -3.9696 -5.5786 6.9797 -0.671
H -2.5281 -2.4432 5.2458 0.237
H -2.0503 -4.1518 5.3165 0.440
H -1.8751 -3.2301 3.7952 0.231
H -2.9770 -5.3393 3.3609 0.328
H -4.6237 -4.9005 2.8813 0.357
H -4.6947 -6.9353 4.1948 0.366
H -5.4797 -5.6278 5.0964 0.328
H -4.8836 -6.0020 7.4113 0.327
H -4.1111 -4.5081 6.8109 0.265
H -3.1522 -5.7191 7.6854 0.241
```

- charge = -1
- orbital gap (eV) = 6.7170
- electronic energy (hartree) = -4866.59096
- HOMO (eV) = -4.525
- largest force on an atom (eV/A) = 2.38